1.
Here is a molecular structure, C28H23FN6O6PtS from the Open Molecules 2025 dataset. Energies are from the ωB97M-V functional and the def2-TZVPD basis.

Last column: Mulliken spin population.
Geometry (Å):
Pt1 1.925 -0.551 1.871  0.73
S1 4.487 -0.674 -0.008  0.97
F1 -4.724 -3.557 1.010  0.00
O1 3.291 1.288 1.552  0.34
O2 0.092 -2.156 1.472  0.07
O3 -3.753 -5.896 2.204  0.00
O4 -3.784 2.847 -4.894  0.03
O5 1.115 -1.067 -0.174  0.01
O6 0.338 -5.189 0.341  0.00
N1 -1.735 -5.527 1.217  0.00
N2 -1.334 -3.726 -0.192  0.00
N3 -1.259 5.244 -0.604  0.60
N4 0.635 1.019 1.905  0.05
N5 3.131 -2.194 1.694  -0.01
N6 0.034 5.224 -0.473  0.58
C1 -3.048 2.200 -5.918  0.00
C2 -0.374 -2.813 -0.784  -0.01
C3 -3.205 4.741 -1.880  0.13
C4 -1.152 3.002 1.215  -0.04
C5 -1.707 3.249 -3.694  -0.08
C6 2.511 2.244 1.133  0.28
C7 -3.067 -5.207 1.490  0.00
C8 2.162 4.431 0.130  0.21
C9 3.449 -4.529 2.036  0.00
C10 -1.816 4.626 -1.697  -0.04
C11 2.358 -0.373 3.847  0.05
C12 -3.472 -3.979 0.820  0.00
C13 -0.649 0.884 2.194  -0.07
C14 -3.824 4.134 -2.945  -0.08
C15 -1.081 3.864 -2.620  0.17
C16 -0.817 -4.835 0.453  0.00
C17 1.092 2.148 1.292  -0.01
C18 0.316 -1.948 0.256  0.00
C19 4.457 -4.525 1.080  -0.02
C20 4.799 -3.349 0.451  0.01
C21 -3.081 3.393 -3.869  0.15
C22 3.000 3.442 0.585  -0.09
C23 2.814 -3.347 2.315  0.00
C24 0.201 3.162 0.881  0.02
C25 4.110 -2.180 0.770  -0.01
C26 -1.573 1.877 1.889  0.08
C27 0.750 4.310 0.171  -0.01
C28 -2.626 -3.299 0.051  0.00
H1 3.321 -0.832 4.067  0.00
H2 -3.768 1.925 -6.682  0.00
H3 0.390 -3.394 -1.293  0.00
H4 4.076 3.554 0.518  -0.01
H5 4.977 -5.442 0.832  0.00
H6 -0.873 -2.175 -1.511  0.00
H7 3.146 -5.435 2.540  0.00
H8 -0.013 3.759 -2.483  0.02
H9 -3.776 5.319 -1.165  0.00
H10 -2.556 1.297 -5.547  0.00
H11 -2.931 -2.380 -0.430  0.00
H12 -2.609 1.745 2.167  0.01
H13 -4.893 4.220 -3.096  0.00
H14 2.008 -3.285 3.030  0.00
H15 -1.117 2.659 -4.381  0.00
H16 2.567 5.326 -0.326  0.00
H17 -1.379 -6.354 1.672  0.00
H18 2.390 0.679 4.126  0.00
H19 -1.859 3.774 0.952  -0.02
H20 1.567 -0.882 4.403  -0.01
H21 -2.299 2.868 -6.348  0.00
H22 -0.940 -0.040 2.674  0.00
H23 5.583 -3.311 -0.293  -0.01

Summary:
total charge	0
DFT total energy	-67431.637	eV
frontier orbital gap (spin up / spin down)	6.439 / 5.731	eV
HOMO level (spin up / spin down)	-0.244 / -0.302	hartree
spin multiplicity	5

2.
Here is 15 unconnected molecules or ions with the total composition C33H102N6O15 in a non-equilibrium geometry from the Open Molecules 2025 dataset. Energies are from the ωB97M-V functional and the def2-TZVPD basis.

Last column: Löwdin charge in e.
Geometry (Å):
O1 25.868 2.270 20.510  -0.22
O2 18.055 2.060 21.611  -0.18
O3 15.223 7.603 21.598  -0.17
O4 19.550 -2.516 17.256  -0.17
O5 21.061 1.694 18.445  -0.17
O6 23.857 -1.224 21.959  -0.13
O7 24.220 4.383 24.489  -0.13
O8 17.708 3.970 15.602  -0.18
O9 13.061 1.326 21.744  -0.19
O10 22.060 -2.191 27.768  -0.10
O11 16.275 -0.586 18.491  -0.17
O12 17.272 -0.243 23.903  -0.13
O13 22.106 4.668 22.602  -0.16
O14 15.199 3.715 26.858  -0.12
O15 19.228 -2.277 23.666  -0.13
N1 15.309 1.386 16.611  0.03
N2 21.803 -0.843 19.639  0.06
N3 21.612 1.847 21.826  0.06
N4 10.214 1.441 24.029  0.03
N5 28.146 0.495 20.518  0.04
N6 14.298 8.371 18.092  0.04
C1 19.939 -1.706 18.330  -0.23
C2 20.346 1.367 23.853  -0.04
C3 17.286 2.724 16.098  -0.21
C4 15.761 6.315 21.618  -0.13
C5 26.999 0.625 18.363  -0.05
C6 18.249 -2.236 16.788  -0.10
C7 11.630 1.596 23.642  -0.43
C8 13.241 0.857 20.433  -0.11
C9 20.249 1.574 22.350  -0.39
C10 16.280 9.081 19.334  -0.06
C11 15.949 4.399 25.868  -0.17
C12 24.174 2.971 24.557  -0.18
C13 21.410 5.769 22.042  -0.14
C14 27.069 2.650 19.862  -0.21
C15 21.759 -3.301 19.164  -0.04
C16 19.309 2.645 21.823  -0.20
C17 20.958 -1.694 27.049  -0.18
C18 24.820 -0.178 21.828  -0.13
C19 17.019 0.348 19.283  -0.15
C20 14.434 7.842 20.469  -0.23
C21 27.819 1.402 19.408  -0.41
C22 18.901 3.881 14.851  -0.10
C23 17.025 2.996 21.470  -0.11
C24 15.393 3.644 17.462  -0.05
C25 11.831 0.918 22.298  -0.23
C26 16.369 -0.707 22.933  -0.15
C27 12.571 0.965 24.682  -0.06
C28 15.766 2.756 16.280  -0.40
C29 25.121 3.371 20.942  -0.11
C30 21.410 -1.889 18.649  -0.39
C31 22.377 2.051 18.068  -0.16
C32 20.591 -2.633 23.453  -0.12
C33 15.212 8.003 19.170  -0.46
H1 15.261 3.083 15.366  0.14
H2 25.728 -0.388 22.389  0.09
H3 19.759 -0.648 18.113  0.11
H4 22.224 -1.615 28.516  0.08
H5 15.914 -0.069 17.753  0.02
H6 15.776 7.086 18.933  0.12
H7 22.930 1.209 17.633  0.07
H8 19.387 -1.988 19.247  0.14
H9 15.298 0.786 15.788  0.09
H10 14.988 5.562 21.838  0.09
H11 27.269 0.277 20.979  0.03
H12 18.228 -2.219 15.699  0.08
H13 22.243 1.062 21.977  0.06
H14 24.270 -2.090 21.925  0.08
H15 27.547 0.460 17.440  0.07
H16 16.904 3.459 20.482  0.08
H17 26.064 1.150 18.134  0.07
H18 25.100 4.203 20.234  0.10
H19 24.076 3.101 21.146  0.06
H20 19.710 3.077 20.894  0.13
H21 21.288 -4.046 18.520  0.08
H22 21.720 -1.199 20.585  0.05
H23 21.193 -2.184 24.238  0.05
H24 21.392 5.735 20.953  0.08
H25 19.387 1.249 24.359  0.08
H26 17.707 2.492 17.082  0.12
H27 24.350 0.722 22.223  0.06
H28 28.719 0.958 21.217  0.07
H29 15.724 3.130 18.374  0.06
H30 20.770 2.271 24.316  0.08
H31 16.317 0.914 19.893  0.04
H32 17.554 -2.994 17.165  0.09
H33 13.943 8.814 20.618  0.13
H34 14.474 4.299 27.089  0.07
H35 14.324 1.447 16.858  0.09
H36 22.835 -3.459 19.084  0.07
H37 17.485 1.061 18.586  0.06
H38 16.688 -0.481 21.913  0.06
H39 16.060 2.483 21.579  0.08
H40 21.530 1.797 20.806  0.05
H41 15.431 -0.171 23.086  0.07
H42 15.841 10.054 19.547  0.08
H43 17.066 3.684 22.321  0.08
H44 19.697 3.456 15.471  0.09
H45 13.354 -0.229 20.387  0.10
H46 12.362 -0.111 24.691  0.08
H47 12.400 1.357 25.685  0.07
H48 21.105 0.853 18.934  0.00
H49 15.813 5.487 25.909  0.08
H50 10.144 1.747 24.994  0.07
H51 16.174 -1.782 23.035  0.08
H52 17.884 -1.270 17.153  0.06
H53 23.567 2.596 23.719  0.04
H54 22.960 2.399 18.932  0.06
H55 16.448 6.221 22.464  0.09
H56 16.926 8.812 20.174  0.08
H57 20.899 -2.187 22.502  0.06
H58 25.003 0.034 20.774  0.06
H59 13.485 7.760 18.068  0.07
H60 23.661 2.612 25.456  0.08
H61 25.185 2.582 24.456  0.08
H62 21.843 6.684 22.442  0.08
H63 28.739 1.738 18.928  0.13
H64 26.805 3.263 18.990  0.13
H65 13.598 7.128 20.415  0.13
H66 21.823 3.856 22.150  0.03
H67 11.816 -0.177 22.416  0.13
H68 19.184 4.890 14.557  0.09
H69 14.321 3.814 17.573  0.08
H70 12.465 1.209 19.739  0.09
H71 17.848 -0.109 19.812  0.07
H72 11.863 2.655 23.525  0.14
H73 17.010 4.188 25.965  0.08
H74 22.025 -1.774 17.751  0.14
H75 9.980 0.453 24.032  0.07
H76 21.441 -3.417 20.201  0.07
H77 20.191 -2.437 26.827  0.08
H78 27.717 3.226 20.537  0.13
H79 15.594 4.176 24.853  0.06
H80 18.609 -2.990 23.494  0.09
H81 14.159 1.336 20.079  0.06
H82 25.412 3.709 21.950  0.09
H83 13.627 1.063 24.424  0.07
H84 18.745 3.290 13.943  0.09
H85 20.439 -0.863 27.548  0.09
H86 19.934 0.608 21.920  0.13
H87 15.929 4.593 17.441  0.08
H88 16.336 6.016 20.737  0.08
H89 14.744 8.196 17.197  0.07
H90 26.629 -0.331 18.739  0.07
H91 20.364 5.803 22.388  0.07
H92 22.795 -0.725 19.461  0.08
H93 22.294 2.837 17.321  0.08
H94 16.944 9.120 18.469  0.08
H95 23.439 4.661 23.991  0.03
H96 11.006 1.208 21.630  0.13
H97 17.498 1.945 15.353  0.13
H98 21.031 0.548 24.071  0.07
H99 20.797 -3.703 23.446  0.09
H100 19.297 3.457 22.574  0.13
H101 21.202 -1.205 26.095  0.05
H102 18.130 -0.678 23.829  0.02

Summary:
total charge	0
DFT total energy	-75521.387	eV
frontier orbital gap	9.800	eV
HOMO level	-0.346	hartree

3.
Here is a single C3H6N4O2S2 molecule in a non-equilibrium geometry from the Open Molecules 2025 dataset. Energies are from the ωB97M-V functional and the def2-TZVPD basis.

Last column: natural (NBO) charge in e.
Geometry (Å):
S1 -0.877 -2.266 -0.911  0.32
S2 -1.446 0.016 0.714  1.64
O1 -3.419 -3.720 -0.458  -0.48
O2 -1.422 -1.019 1.700  -0.87
N1 1.015 0.501 1.511  0.04
N2 -0.005 1.035 0.847  -0.53
N3 2.114 0.827 1.232  -0.16
N4 -0.789 -0.644 -0.644  -1.07
C1 -2.284 -3.509 -0.623  0.32
C2 0.756 2.132 -0.089  -0.25
C3 2.169 1.931 0.129  -0.35
H1 0.464 1.674 -1.045  0.18
H2 2.783 1.675 -0.757  0.22
H3 0.384 3.112 -0.038  0.22
H4 -1.635 -4.353 -0.786  0.14
H5 -0.479 -0.109 -1.433  0.42
H6 2.671 2.719 0.651  0.22

Summary:
total charge	0
DFT total energy	-34928.063	eV
frontier orbital gap	9.159	eV
HOMO level	-0.328	hartree

Question: Which formula does entry 3 have?
Answer: C3H6N4O2S2

Question: DFT total energy of number 2 (C33H102N6O15)?
Answer: -75521.387 eV

Question: Look up the total charge of the second one.
Answer: 0